# 1
2 unconnected molecules or ions with the total composition C7H13O at a distorted geometry, computed with wB97M-V/def2-TZVPD.

Last columns: bonded neighbours and bond lengths (Å).
Positions of all 21 atoms, in Å:
1 C 2.67972 -0.51350 0.07325  O2 1.302, C3 1.589, H9 1.132, H10 1.134
2 O 3.88495 -0.27610 -0.35726  C1 1.302
3 C 1.56801 0.55080 -0.32269  C1 1.589, C4 1.472, H11 1.101, H12 1.086
4 C 0.25392 0.04464 0.10653  C3 1.472, C5 1.553, H13 1.095, H14 1.210
5 C -1.00527 0.93261 -0.08863  C4 1.553, C7 1.533, H15 1.092, H16 1.100
6 C -2.75231 -0.77111 -0.82927  C7 1.433, H17 1.091, H18 1.093
7 C -2.26017 0.09983 0.19607  C5 1.533, C6 1.433, C8 1.367
8 C -2.90735 0.34504 1.37507  C7 1.367, H20 1.082, H21 1.082
9 H 2.64002 -0.49701 1.20475  C1 1.132
10 H 2.34219 -1.55999 -0.20332  C1 1.134
11 H 1.53010 0.53082 -1.42285  C3 1.101
12 H 1.89038 1.50538 0.08284  C3 1.086
13 H 0.27666 -0.35707 1.12476  C4 1.095
14 H 0.02076 -0.90249 -0.60879  C4 1.210
15 H -0.85172 1.84764 0.48662  C5 1.092
16 H -1.11363 1.32823 -1.10956  C5 1.100
17 H -3.42247 -1.52106 -0.40531  C6 1.091
18 H -1.92533 -1.01993 -1.49899  C6 1.093
19 H 0.18866 -1.57414 -1.21837  no bonds
20 H -2.48140 0.91154 2.19207  C8 1.082
21 H -3.82291 -0.20737 1.54349  C8 1.082

The value obtained for the relative energy (zero: lowest compared OMol25 entry of this formula, charge and spin) is 166.9 kcal/mol. The orbital gap (spin up / spin down) is 4.69 / 4.69 eV. The calculation puts the LUMO energy (spin up / spin down) at -2.942 / -2.941 eV. The total energy is -349.4049 Eh. The expectation value of S² is 0.79. The HOMO energy (spin up / spin down) comes out at -7.6 / -7.6 eV. As for the spin multiplicity: 2.

# 2
2 unconnected molecules or ions with the total composition C4H12N3 at a distorted geometry, computed with wB97M-V/def2-TZVPD.

Last columns: bonded neighbours and bond lengths (Å).
Positions of all 19 atoms, in Å:
1 C 0.75358 0.35504 1.12009  C2 1.414, N5 1.171
2 C 2.06776 0.08418 0.67495  C1 1.414, H8 1.068, H9 1.155, H10 1.188
3 C -1.15316 1.61710 2.26275  N5 1.476, H11 1.053, H12 1.088, H13 1.083
4 C -0.54975 -1.54786 -0.81074  N6 1.381, H14 1.048, H15 1.078, H16 1.143
5 N 0.01095 0.77577 1.92124  C1 1.171, C3 1.476
6 N -0.46788 -0.17244 -0.71808  C4 1.381, N7 1.513
7 N -0.41465 0.47985 -2.08216  N6 1.513, H17 1.054, H18 1.039, H19 1.021
8 H 2.50078 -0.87424 0.85988  C2 1.068
9 H 2.21875 0.23703 -0.45943  C2 1.155
10 H 2.74862 0.67587 1.44788  C2 1.188
11 H -1.97439 1.36121 1.65613  C3 1.053
12 H -0.99708 2.69336 2.22589  C3 1.088
13 H -1.41651 1.33277 3.27359  C3 1.083
14 H -0.13585 -1.87345 -1.71641  C4 1.048
15 H 0.07546 -2.07355 -0.10695  C4 1.078
16 H -1.62256 -1.93132 -0.72043  C4 1.143
17 H -0.08754 -0.15023 -2.86181  N7 1.054
18 H 0.26782 1.25018 -1.93817  N7 1.039
19 H -1.31681 0.79856 -2.43958  N7 1.021

The value obtained for the relative energy (zero: lowest compared OMol25 entry of this formula, charge and spin) is 137.8 kcal/mol. As for the net charge: +1. The orbital gap is 8.48 eV. The calculation puts the LUMO energy at -3.097 eV. The total energy is -323.4587 Eh. The HOMO energy comes out at -11.6 eV.

Which formula does entry 2 have? C4H12N3